{"formula": "C3H7NO", "method": "wB97M-V/def2-TZVPD", "elements": ["C", "C", "C", "N", "O", "H", "H", "H", "H", "H", "H", "H"], "xyz": [[0.356, 1.540, -1.009], [0.083, 0.213, -0.291], [1.340, -0.515, -0.301], [-1.009, -0.037, 0.442], [-1.243, -1.144, 1.101], [1.564, 1.930, -0.722], [0.463, 1.600, -1.979], [-0.407, 2.428, -0.882], [1.462, -1.601, -0.487], [1.289, -0.623, 0.914], [2.393, 0.081, -0.351], [-0.426, -1.828, 1.213]], "nbo_charge": [-0.602, 0.128, -0.715, -0.085, -0.504, 0.189, 0.209, 0.231, 0.246, 0.221, 0.253, 0.430], "charge": 0, "total_energy_ev": -6757.2716, "molar_mass_g_mol": 73.1, "de_lowest_kj_mol": 528.6, "smiles": "CC(C)=NO", "max_force_ha_per_bohr": 0.1343}